Entry 1:
C6H10 | ωB97M-V/def2-TZVPD

- HOMO-LUMO gap (Ha) = 0.386
- total energy (eV) = -6380.1782
- E_HOMO (eV) = -9.55
- LUMO (eV) = 0.96
- relative energy (zero: lowest compared OMol25 entry of this formula, charge and spin) (kcal/mol) = 84.9

```
! RIJCOSX wB97M-V def2-TZVPD def2/J DEFGRID3
* xyz 0 1
H -1.823 0.912 -1.950
H -0.400 -1.318 1.334
H -0.601 1.104 0.850
C -1.768 0.636 -0.894
C -0.618 1.366 -0.220
C 1.467 -0.288 0.841
H 2.497 -0.560 0.584
H 1.069 -2.178 1.818
H 0.580 -2.138 0.109
H -0.735 2.450 -0.231
H -2.718 0.881 -0.404
H 1.519 0.282 1.778
C 1.012 0.585 -0.254
C 0.627 -1.555 1.034
H -1.622 -0.448 -0.836
C 0.759 1.263 -1.287
*
```

natural (NBO) atomic charge list, values in e, 8 entries:
1 H 0.23
2 H 0.21
3 H 0.22
4 C -0.61
5 C -0.38
6 C -0.47
7 H 0.25
8 H 0.22



Entry 2:
C8H7GaN2O5 | ωB97M-V/def2-TZVPD

- HOMO-LUMO gap (Ha) = 0.251
- total energy (eV) = -73981.0726
- E_HOMO (eV) = -16.02
- LUMO (eV) = -9.20

```
! RIJCOSX wB97M-V def2-TZVPD def2/J DEFGRID3
* xyz 2 1
H 0.922 0.533 6.445
C -2.046 -0.304 -0.167
H -1.311 -1.760 5.355
H 0.033 -0.910 -1.559
O -0.080 -2.973 -0.894
Ga 0.071 -0.308 0.568
H 2.090 0.151 5.166
C -1.117 -0.695 5.517
O 3.250 -0.480 -0.491
C 1.091 0.547 5.374
C 2.189 -0.235 -0.132
H 1.066 1.583 5.019
C -0.003 1.824 0.863
O -0.049 2.882 1.325
H -0.933 -0.517 6.571
O -0.030 2.892 -3.409
C -0.121 -1.798 -0.769
C 0.038 -0.457 3.483
N 0.053 -0.274 4.757
N 0.038 -0.966 2.418
O -3.116 -0.560 -0.478
H -2.010 -0.142 5.201
C -0.014 2.065 -2.614
*
```

natural (NBO) atomic charge list, values in e, 8 entries:
1 H 0.26
2 C 0.52
3 H 0.25
4 H 0.07
5 O -0.37
6 Ga 1.08
7 H 0.24
8 C -0.41



Entry 3:
C54H41N3NiO8P2S | ωB97M-V/def2-TZVPD

- HOMO-LUMO gap (spin up / spin down) (Ha) = 0.270 / 0.299
- ⟨S²⟩ = 2.009
- total energy (eV) = -147971.2840
- E_HOMO (spin up / spin down) (eV) = -7.58 / -8.37
- LUMO (spin up / spin down) (eV) = -0.23 / -0.23
- relative energy (zero: lowest compared OMol25 entry of this formula, charge and spin) (kcal/mol) = 0.0

```
! RIJCOSX wB97M-V def2-TZVPD def2/J DEFGRID3
* xyz 0 3
H 6.488 0.091 -4.316
C 4.152 -0.895 -0.915
H -2.065 -2.825 2.258
C 3.151 1.875 0.359
N -4.675 0.360 0.413
H -4.749 -2.243 -0.691
H 6.237 -1.629 -4.538
C 1.152 -0.133 -3.182
C -1.532 2.168 0.227
C 4.264 3.913 3.433
C -1.658 1.651 3.273
C -3.409 2.518 -2.991
H -2.867 -0.681 -4.214
H -2.540 -4.866 -4.973
H -2.722 3.445 3.729
H -4.487 2.554 -2.913
O -1.149 -4.570 0.024
C -2.822 -2.765 -4.667
Ni -0.496 -0.501 0.060
C 2.440 -0.373 -2.595
S 1.814 -0.548 0.210
H -4.650 -2.378 1.066
C 4.857 -0.708 -3.166
C 4.737 -0.383 -5.563
C 2.802 2.072 3.051
C -2.714 1.276 0.298
C 5.181 -0.967 -1.868
H 5.012 0.518 -6.113
C 1.141 0.349 3.203
H -0.739 4.511 -3.544
O 0.739 -3.663 -0.435
C 2.165 0.032 -5.426
H -3.210 4.602 -3.446
H 0.389 -2.932 -2.548
H -2.694 -1.487 4.018
H 3.123 4.237 5.291
H 3.327 1.774 -0.703
C 3.393 -0.229 -4.898
C -4.032 1.571 0.427
N -2.553 -0.080 0.189
C 1.068 0.054 -4.547
H -3.201 -2.654 0.068
C -3.785 1.695 4.386
H 0.053 -5.973 4.213
H -3.155 3.753 0.230
C 2.348 0.967 0.993
H 4.379 -1.096 0.125
C -3.764 0.312 4.465
H -4.624 2.250 4.780
C 2.062 1.083 2.395
C -2.343 -1.611 -4.055
O -6.006 2.765 0.728
C -2.696 -0.408 3.940
C 3.517 -0.427 -3.509
C -2.744 1.323 -2.758
H -3.319 0.452 -2.470
C -4.108 -2.063 0.173
C -1.643 0.255 3.324
O 2.265 -1.610 1.138
H -5.677 0.270 0.506
C 1.034 -4.068 4.180
H 4.460 3.121 5.481
C -1.215 -3.156 2.841
C 3.677 3.440 4.792
C -1.137 -4.480 3.238
C -1.309 3.614 -3.346
H -4.580 -0.216 4.940
C -1.188 -1.658 -3.285
C -2.719 2.366 3.797
N -0.448 -3.602 -0.185
H 1.791 -2.078 3.961
H 4.713 -1.200 -6.287
C 3.793 2.932 1.051
H 4.413 3.629 0.503
H -3.719 -2.715 -5.268
O -0.416 1.575 0.126
P -0.256 -0.584 2.477
H 0.436 2.401 -3.157
H 0.414 0.016 5.164
C -0.015 -4.935 3.915
H 0.085 0.208 -4.976
O -4.126 3.941 0.448
H 5.352 3.843 3.420
C -1.354 1.250 -2.845
H 2.012 0.186 -6.485
H -0.466 -4.952 -3.613
C -0.991 -4.017 -3.753
O -1.015 -2.455 -0.120
P -0.477 -0.267 -2.340
C -3.758 -0.622 0.259
C 3.655 2.991 2.404
C 5.719 -0.679 -4.402
C -2.156 -3.968 -4.509
H 1.897 1.623 6.286
C 0.957 -2.741 3.785
C 2.764 2.290 4.440
C 1.133 0.561 4.564
C -4.809 2.822 0.564
O -1.716 3.391 0.303
H -0.834 2.186 2.816
C -2.693 3.666 -3.286
C 1.959 1.503 5.213
H -1.935 -5.163 2.985
H 4.011 4.953 3.224
C 2.850 -0.587 -1.236
C -0.508 -2.870 -3.152
C -0.178 -2.271 3.130
H 1.923 -4.427 4.680
C -0.645 2.418 -3.129
H 6.188 -1.212 -1.562
*
```

Mulliken atomic charge list, values in e, 8 entries:
1 H 0.30
2 C -0.22
3 H 0.02
4 C 0.18
5 N 0.09
6 H 0.44
7 H 0.34
8 C -0.22



Entry 4:
H16O8 | ωB97M-V/def2-TZVPD

- HOMO-LUMO gap (Ha) = 0.425
- SMILES string = O.O.O.O.O.O.O.O
- total energy (eV) = -16639.0643
- E_HOMO (eV) = -11.25
- LUMO (eV) = 0.32
- relative energy (zero: lowest compared OMol25 entry of this formula, charge and spin) (kcal/mol) = 67.9

```
! RIJCOSX wB97M-V def2-TZVPD def2/J DEFGRID3
* xyz 0 1
H -3.276 2.922 -1.539
H 1.337 4.102 4.602
H 1.968 -1.722 -4.068
O 0.932 -5.972 0.914
O -2.128 -5.785 -3.616
H -1.679 -6.513 -4.047
H 0.599 7.515 0.208
O 3.173 0.928 0.665
H 3.792 0.255 0.947
H 2.314 0.580 0.905
H 1.852 -6.235 0.895
O -1.240 -0.430 1.962
H -0.149 6.304 0.724
H -1.128 -1.051 1.242
H 0.836 -1.022 -4.788
O 1.215 3.564 5.384
H 0.858 2.739 5.054
H 0.447 -6.796 0.965
O 0.552 6.914 0.952
H -1.432 -5.160 -3.413
O 1.015 -1.718 -4.156
H -1.754 0.284 1.585
H -4.518 3.245 -0.736
O -3.585 3.051 -0.643
*
```

natural (NBO) atomic charge list, values in e, 8 entries:
1 H 0.47
2 H 0.47
3 H 0.47
4 O -0.93
5 O -0.94
6 H 0.47
7 H 0.47
8 O -0.94



Entry 5:
CH5N3OS | ωB97M-V/def2-TZVPD

- HOMO-LUMO gap (Ha) = 0.330
- SMILES string = NNC(=S)NO
- total energy (eV) = -18468.5758
- E_HOMO (eV) = -8.43
- LUMO (eV) = 0.55
- relative energy (zero: lowest compared OMol25 entry of this formula, charge and spin) (kcal/mol) = 42.9

```
! RIJCOSX wB97M-V def2-TZVPD def2/J DEFGRID3
* xyz 0 1
O 0.198 -1.894 -0.071
S 2.039 1.460 0.970
H -0.804 -1.766 0.008
H -1.775 0.648 0.295
N -1.317 0.255 -0.531
C 0.911 0.417 0.329
N -0.006 0.784 -0.629
H 0.078 1.741 -0.901
H 1.693 -1.253 1.197
H -1.849 0.499 -1.344
N 0.832 -0.893 0.676
*
```

natural (NBO) atomic charge list, values in e, 8 entries:
1 O -0.55
2 S -0.24
3 H 0.49
4 H 0.35
5 N -0.67
6 C 0.23
7 N -0.46
8 H 0.39



Entry 6:
C4H10N2 | ωB97M-V/def2-TZVPD

- HOMO-LUMO gap (Ha) = 0.319
- SMILES string = C=CN(C)NC
- total energy (eV) = -7286.3900
- E_HOMO (eV) = -7.72
- LUMO (eV) = 0.97
- relative energy (zero: lowest compared OMol25 entry of this formula, charge and spin) (kcal/mol) = 97.5

```
! RIJCOSX wB97M-V def2-TZVPD def2/J DEFGRID3
* xyz 0 1
H 0.698 1.196 -1.543
H -0.259 -0.327 2.476
C -0.715 -1.204 -0.680
C 0.966 0.538 -0.773
H -0.369 1.561 2.861
H -0.894 1.792 0.618
H -0.678 -2.655 -2.162
H 1.465 1.204 -0.092
N -0.947 0.926 1.009
C -0.324 -1.614 -1.834
C -0.145 0.738 2.126
H 1.598 -0.307 -1.132
N -0.321 0.017 -0.308
H -1.371 -1.772 -0.025
H 0.975 0.892 1.957
H 0.322 -0.983 -2.498
*
```

natural (NBO) atomic charge list, values in e, 8 entries:
1 H 0.19
2 H 0.21
3 C -0.02
4 C -0.44
5 H 0.21
6 H 0.34
7 H 0.21
8 H 0.20



Entry 7:
C15H20F6N5O7PS2 | ωB97M-V/def2-TZVPD

- HOMO-LUMO gap (Ha) = 0.246
- total energy (eV) = -84923.4839
- E_HOMO (eV) = -8.14
- LUMO (eV) = -1.44

```
! RIJCOSX wB97M-V def2-TZVPD def2/J DEFGRID3
* xyz 0 1
F 3.994 -7.642 -2.257
C 2.710 0.984 -0.390
H -7.979 -0.311 -0.092
H -4.800 2.633 2.259
H 4.013 0.393 1.683
C 3.207 -0.328 1.532
O -1.253 1.012 -2.004
H -4.297 2.423 -1.283
N 0.125 2.574 -0.357
H -3.434 1.072 -0.610
O 6.908 -3.822 -1.142
H -8.441 0.409 2.233
N 4.819 -5.254 -0.844
H -2.441 2.509 1.116
F 4.524 -3.206 -2.904
C 0.088 4.736 -0.065
O 5.004 -6.686 1.247
H 3.328 2.936 0.204
C -6.138 0.758 -0.213
H -1.458 0.885 0.402
O 2.220 0.167 0.616
C -7.540 0.741 1.735
H 2.192 0.763 -1.326
C -5.220 1.582 0.428
N 1.351 4.402 0.090
C 3.911 -7.643 -0.926
S 5.599 -3.921 -0.565
H -5.951 0.443 -1.233
C -7.288 0.339 0.429
H 3.773 0.830 -0.574
C -3.066 2.986 0.358
F 4.033 -8.899 -0.495
H -6.843 1.877 3.395
P -0.599 1.009 -0.689
C -2.149 3.742 -0.621
S 5.247 -6.624 -0.166
H -2.389 4.802 -0.605
C -3.974 1.979 -0.337
C -6.639 1.563 2.379
C 4.534 -2.858 -1.623
H 2.731 -0.530 2.487
N 2.527 2.393 -0.079
H -2.293 3.404 -1.648
H -3.669 3.715 0.900
N -0.712 3.697 -0.332
F 2.700 -7.196 -0.581
H 3.632 -1.250 1.130
O 5.407 -3.356 0.746
F 4.971 -1.583 -1.544
O 6.471 -7.179 -0.662
C -5.489 1.986 1.732
H 0.436 0.111 -0.472
H -0.687 6.238 0.850
F 3.274 -2.866 -1.168
O -0.371 5.986 -0.027
C 1.390 3.075 -0.115
*
```

natural (NBO) atomic charge list, values in e, 8 entries:
1 F -0.32
2 C 0.08
3 H 0.22
4 H 0.20
5 H 0.17
6 C -0.26
7 O -1.04
8 H 0.22



Entry 8:
BaH18O9 | ωB97M-V/def2-TZVPD

- HOMO-LUMO gap (spin up / spin down) (Ha) = 0.100 / 0.446
- ⟨S²⟩ = 0.750
- total energy (eV) = -19409.7925
- E_HOMO (spin up / spin down) (eV) = -5.43 / -14.99
- LUMO (spin up / spin down) (eV) = -2.71 / -2.86
- relative energy (zero: lowest compared OMol25 entry of this formula, charge and spin) (kcal/mol) = 0.0

```
! RIJCOSX wB97M-V def2-TZVPD def2/J DEFGRID3
* xyz 1 2
H 0.770 2.583 -1.848
H -3.134 -1.222 1.658
H 2.193 -0.854 -1.902
Ba -0.157 0.026 0.010
O -0.117 1.399 2.410
O -1.439 2.427 -0.337
H -3.299 0.184 1.123
H 0.666 1.792 2.796
O -2.648 -0.506 1.250
O -0.733 0.060 -2.722
H -0.502 -0.731 -3.208
H 2.243 2.340 -1.602
H -1.489 0.416 -3.188
H -0.805 1.545 3.060
O 1.379 1.954 -1.462
H -0.868 -3.267 -0.282
H 0.718 -1.697 2.868
O -0.917 -2.504 -0.858
H 0.184 -2.662 1.831
H 3.231 1.079 0.855
O 2.566 0.403 0.988
H -1.642 -2.698 -1.452
H 2.042 -2.303 -1.492
H -1.799 2.595 0.534
O 0.358 -1.733 1.982
O 1.816 -1.413 -1.223
H -1.680 3.199 -0.849
H 3.062 -0.412 1.059
*
```

natural (NBO) atomic charge list, values in e, 8 entries:
1 H 0.49
2 H 0.50
3 H 0.49
4 Ba 1.06
5 O -1.00
6 O -1.00
7 H 0.49
8 H 0.50



Entry 9:
C12H36KO16P4 | ωB97M-V/def2-TZVPD

- HOMO-LUMO gap (Ha) = 0.319
- total energy (eV) = -99269.4470
- E_HOMO (eV) = -12.27
- LUMO (eV) = -3.60
- relative energy (zero: lowest compared OMol25 entry of this formula, charge and spin) (kcal/mol) = 139.3

```
! RIJCOSX wB97M-V def2-TZVPD def2/J DEFGRID3
* xyz 1 1
O 6.592 0.266 -0.359
O -2.480 -4.198 -3.754
H 7.054 -0.596 -2.880
K -0.883 0.974 1.826
H -1.225 0.064 -4.351
O -3.659 -4.731 6.558
O 1.447 7.867 1.964
H 4.065 -2.784 -2.334
H -2.365 -7.388 4.956
H 4.371 -3.246 -0.594
H -6.669 -2.940 4.031
C 4.192 -2.442 -1.307
H -5.022 -2.750 3.343
H -2.688 8.750 0.929
H -0.735 -4.508 -4.817
P -2.456 -2.524 -3.711
O -1.361 -2.088 -4.884
H -6.073 -3.987 2.731
H -1.263 -0.364 -6.145
H -3.551 -2.578 -6.194
C 6.284 0.032 -3.329
H -1.509 -5.783 5.121
H -4.819 -1.236 -5.900
C -1.970 8.129 1.464
O 4.035 0.535 -0.104
C -0.965 -0.647 -5.135
H 6.057 1.661 1.281
C 1.326 6.900 -1.568
C 6.871 1.188 0.731
P 0.407 7.342 0.847
P -3.752 -4.453 4.956
O -3.328 -5.806 4.165
C -4.367 -2.179 -5.593
H 0.111 -0.739 -5.288
H -1.504 -6.662 3.668
C -2.151 -6.417 4.510
O 5.279 -1.577 -1.112
H 7.449 1.987 0.267
O -2.239 -1.965 -2.293
O -2.991 -3.194 4.573
O 5.259 0.561 -2.508
O 1.149 7.814 -0.446
H -3.371 -3.520 8.180
H 2.335 6.916 -1.982
C -4.128 -3.712 7.420
H -5.001 -4.178 7.877
H -4.370 -2.793 6.887
O 0.088 5.870 0.943
H 5.826 -0.456 -4.190
H 2.577 6.555 3.079
H 3.461 7.765 2.169
H 0.489 7.025 -2.254
H -2.415 7.143 1.327
H -5.144 -2.921 -5.778
H 3.255 -1.964 -1.020
O -0.711 8.466 0.922
C -1.363 -4.934 -4.034
H 1.231 5.859 -1.257
H -1.685 -5.734 -4.700
C 2.636 7.056 2.113
H 6.808 0.864 -3.800
O -5.338 -4.358 4.683
H 7.630 0.742 1.374
H -0.654 -5.379 -3.336
C -5.793 -3.460 3.643
P 5.118 0.046 -1.004
H -2.146 8.499 2.474
O -3.929 -2.091 -4.286
H 2.671 6.405 1.239
*
```

natural (NBO) atomic charge list, values in e, 8 entries:
1 O -0.83
2 O -0.77
3 H 0.21
4 K 1.00
5 H 0.21
6 O -0.80
7 O -0.81
8 H 0.18



Entry 10:
C9H11N2 | ωB97M-V/def2-TZVPD

- HOMO-LUMO gap (spin up / spin down) (Ha) = 0.215 / 0.240
- ⟨S²⟩ = 2.056
- total energy (eV) = -12478.9646
- E_HOMO (spin up / spin down) (eV) = -9.74 / -13.61
- LUMO (spin up / spin down) (eV) = -3.88 / -7.08
- relative energy (zero: lowest compared OMol25 entry of this formula, charge and spin) (kcal/mol) = 42.7

```
! RIJCOSX wB97M-V def2-TZVPD def2/J DEFGRID3
* xyz 1 3
C -0.234 -0.341 0.923
H -1.842 1.445 -2.508
C -0.620 0.256 -1.524
H 0.346 -1.536 -1.259
C -0.715 -1.154 -1.522
N 1.447 0.476 -0.565
H 2.387 0.702 -0.702
H 2.252 -0.821 3.728
C -1.115 -0.359 -0.277
H -1.302 -1.820 -2.196
H 3.041 0.224 1.504
C -0.797 1.461 -2.316
C -0.650 -0.814 2.095
H -0.261 1.403 -3.318
H -0.626 2.373 -1.821
H -1.455 -1.261 2.560
C 1.561 -0.486 2.964
C 1.983 0.150 1.795
H -2.179 -0.160 -0.114
H -0.277 -0.902 3.971
C 1.111 0.133 0.635
N 0.244 -0.785 3.118
*
```

natural (NBO) atomic charge list, values in e, 8 entries:
1 C 0.04
2 H 0.23
3 C 0.13
4 H 0.19
5 C -0.40
6 N -0.40
7 H 0.36
8 H 0.25



Entry 11:
C24H27Cl2N10O2PtS2 | ωB97M-V/def2-TZVPD

- HOMO-LUMO gap (Ha) = 0.283
- total energy (eV) = -94282.4777
- E_HOMO (eV) = -10.01
- LUMO (eV) = -2.32
- relative energy (zero: lowest compared OMol25 entry of this formula, charge and spin) (kcal/mol) = 4.9

```
! RIJCOSX wB97M-V def2-TZVPD def2/J DEFGRID3
* xyz 1 1
C -2.742 -0.785 1.661
N -2.313 -0.313 2.875
C -5.359 1.402 0.005
H 4.744 -1.052 -0.746
N 0.839 -1.765 0.780
H -0.916 3.101 4.315
H -2.256 3.932 -0.765
C -1.395 2.033 -1.107
S 1.399 -4.254 0.635
H 2.613 3.653 -0.513
H -4.273 3.486 -5.712
H -6.365 2.587 -4.728
H 0.804 0.126 5.005
H 0.536 2.337 4.994
C -3.235 3.094 -2.504
H -4.277 -1.759 0.774
H 0.825 -0.225 3.267
H -4.045 2.932 0.029
Cl -4.903 -0.493 -1.909
N 2.035 2.870 -0.265
C 2.469 -3.132 -0.129
C -4.319 3.232 -4.662
H 0.420 2.678 3.245
H -0.848 -4.037 2.341
C 2.509 1.633 -0.393
N 1.831 0.517 -0.172
C -1.704 0.993 3.001
C -5.724 0.150 -0.517
C -5.962 1.755 1.227
N -0.694 -3.140 1.915
H -1.263 3.852 -2.188
C -0.134 2.368 4.137
O -1.607 0.924 -1.602
H -8.059 -0.845 1.721
C -3.211 3.421 -3.852
C 0.177 -0.074 4.139
C -6.706 -0.632 0.072
Cl -5.516 3.258 1.968
C -4.411 2.568 -1.965
H -2.299 3.827 -4.274
C 3.931 -0.356 -0.638
C -7.292 -0.237 1.262
H -7.330 1.286 2.787
H -1.076 -2.332 2.386
H -6.988 -1.560 -0.407
N -2.098 2.016 2.364
H 1.021 2.974 -0.155
H -4.629 -1.149 2.312
N -4.433 2.237 -0.589
C -5.536 2.404 -2.766
H -2.894 1.802 1.770
H -0.369 -0.993 4.343
C 2.037 -1.874 0.064
N -1.991 -0.694 0.613
S 4.165 1.344 -0.823
H -2.857 -0.592 3.679
C -5.485 2.724 -4.113
O -0.608 2.160 -0.094
C -6.894 0.953 1.855
C 0.405 -2.949 1.162
N -3.918 -1.463 1.669
H -6.453 2.027 -2.333
N -0.731 1.049 3.962
Pt -0.115 -0.012 0.261
C 2.655 -0.604 -0.298
C -2.031 3.307 -1.633
H 3.345 -3.467 -0.658
H -2.453 -0.955 -0.251
*
```

natural (NBO) atomic charge list, values in e, 8 entries:
1 C 0.64
2 N -0.68
3 C 0.11
4 H 0.26
5 N -0.54
6 H 0.23
7 H 0.23
8 C 0.80



Entry 12:
CH2ClNO3S | ωB97M-V/def2-TZVPD

- HOMO-LUMO gap (Ha) = 0.327
- SMILES string = O=CN(OS)OCl
- total energy (eV) = -32053.4225
- E_HOMO (eV) = -10.24
- LUMO (eV) = -1.33
- relative energy (zero: lowest compared OMol25 entry of this formula, charge and spin) (kcal/mol) = 141.2

```
! RIJCOSX wB97M-V def2-TZVPD def2/J DEFGRID3
* xyz 0 1
O -0.840 0.918 0.289
O 1.444 -0.483 1.379
H -1.427 -0.061 2.045
O -0.315 -0.198 -1.596
N -0.053 -0.040 -0.256
S -2.146 0.306 1.139
Cl 0.498 1.007 -2.662
C 1.139 -0.441 0.244
H 1.699 -1.008 -0.583
*
```

natural (NBO) atomic charge list, values in e, 8 entries:
1 O -0.46
2 O -0.53
3 H 0.07
4 O -0.30
5 N 0.09
6 S 0.36
7 Cl 0.14
8 C 0.50